10 unconnected molecules or ions with the total composition C40H58Br2O4 at a distorted geometry. Source: OMol25; level of theory: the ωB97M-V functional and the def2-TZVPD basis.

Each line ends with the Mulliken charge.
Cartesian coordinates (Å):
1 Br 2.03 2.34 1.00  -0.167
2 C 0.80 0.91 1.24  0.346
3 C -0.18 0.54 0.15  1.230
4 Br -1.72 1.74 0.08  -0.105
5 H 0.27 1.10 2.17  -0.101
6 H 1.47 0.08 1.44  -0.438
7 H -0.61 -0.43 0.35  -1.033
8 H 0.28 0.52 -0.83  0.319
9 C -0.18 -1.32 -6.09  -0.557
10 C -0.64 -0.56 -7.16  -0.380
11 C -1.07 0.74 -6.93  -0.562
12 C -1.02 1.29 -5.61  -0.288
13 C -0.56 0.54 -4.55  -0.461
14 C -0.13 -0.76 -4.77  -0.035
15 H 0.10 -2.36 -6.29  0.346
16 H -0.76 -1.00 -8.15  0.352
17 H -1.41 1.37 -7.74  0.372
18 H -1.35 2.31 -5.44  0.292
19 H -0.51 0.99 -3.56  0.439
20 H 0.20 -1.37 -3.93  0.425
21 C 1.27 0.93 4.82  -0.470
22 C 1.84 -0.19 4.28  -0.861
23 C 1.15 -1.41 4.24  0.254
24 C -0.04 -1.52 4.92  -1.079
25 C -0.63 -0.35 5.43  -0.170
26 C 0.04 0.86 5.37  -0.533
27 H 1.86 1.83 4.64  0.402
28 H 2.82 -0.16 3.81  0.343
29 H 1.56 -2.27 3.73  0.459
30 H -0.55 -2.47 5.02  0.565
31 H -1.60 -0.45 5.92  0.889
32 H -0.43 1.74 5.79  0.340
33 C -2.25 0.12 3.78  -0.502
34 C -2.73 0.62 5.00  -0.290
35 C -3.47 -0.23 5.84  -0.798
36 C -3.63 -1.55 5.47  -0.638
37 C -3.08 -2.03 4.29  -0.660
38 C -2.40 -1.21 3.46  0.102
39 H -1.68 0.74 3.09  -0.014
40 H -2.63 1.68 5.25  0.550
41 H -3.93 0.18 6.73  0.425
42 H -4.23 -2.22 6.08  0.436
43 H -3.17 -3.08 4.04  0.510
44 H -1.95 -1.58 2.56  0.645
45 C -0.37 -5.24 2.49  -0.659
46 C 0.94 -5.23 2.80  -0.408
47 C 1.79 -4.38 2.16  -0.871
48 C 1.28 -3.47 1.21  -0.214
49 C -0.06 -3.45 0.97  0.775
50 C -0.88 -4.32 1.59  -0.172
51 H -1.02 -5.93 3.02  0.397
52 H 1.34 -5.92 3.54  0.369
53 H 2.86 -4.43 2.35  0.371
54 H 1.94 -2.86 0.61  0.150
55 H -0.46 -2.68 0.31  -0.096
56 H -1.94 -4.31 1.33  0.091
57 C -4.63 -2.72 0.78  -0.614
58 C -3.61 -1.90 0.30  -0.163
59 C -2.83 -2.35 -0.77  -0.272
60 C -3.00 -3.60 -1.26  -0.292
61 C -3.96 -4.42 -0.74  -0.616
62 C -4.80 -3.98 0.25  -0.357
63 H -5.28 -2.39 1.58  0.413
64 H -3.52 -0.91 0.72  0.437
65 H -2.11 -1.67 -1.22  0.410
66 H -2.41 -3.89 -2.12  0.412
67 H -4.04 -5.45 -1.10  0.362
68 H -5.58 -4.62 0.64  0.377
69 C 2.96 5.72 0.33  -0.829
70 C 4.35 5.16 0.06  -0.259
71 O 4.74 5.26 -1.28  -0.597
72 H 2.68 5.59 1.37  0.346
73 H 2.25 5.14 -0.27  0.070
74 H 2.93 6.75 0.01  0.369
75 H 4.40 4.11 0.35  0.161
76 H 5.08 5.68 0.70  0.375
77 H 5.04 6.16 -1.43  0.287
78 C -2.66 3.85 -2.78  -1.109
79 C -1.18 4.15 -2.75  0.468
80 O -0.69 4.34 -4.14  -0.568
81 H -2.98 3.22 -3.62  0.232
82 H -3.29 4.74 -2.99  0.360
83 H -3.03 3.48 -1.83  0.225
84 H -0.60 3.32 -2.29  -0.218
85 H -1.00 5.04 -2.09  0.302
86 H 0.28 4.52 -4.19  0.300
87 C 2.90 -1.18 -0.98  0.197
88 C 2.33 -2.33 -1.86  -0.537
89 O 0.90 -2.46 -1.62  -0.251
90 H 2.40 -0.26 -1.29  -0.416
91 H 3.98 -1.13 -1.05  0.471
92 H 2.60 -1.34 0.06  -0.157
93 H 2.81 -3.29 -1.58  0.332
94 H 2.55 -2.17 -2.92  0.417
95 H 0.58 -3.29 -2.01  0.190
96 C 3.44 2.28 -2.53  0.133
97 C 3.80 3.10 -3.81  -0.524
98 O 3.52 4.55 -3.72  -0.568
99 H 2.38 1.99 -2.51  -0.184
100 H 3.71 2.78 -1.61  -0.063
101 H 3.96 1.30 -2.55  0.228
102 H 3.19 2.74 -4.64  0.361
103 H 4.87 3.00 -4.01  0.300
104 H 3.99 4.91 -2.92  0.430

Summary:
frontier orbital gap = 0.313 Ha
molar mass = 762.7 g/mol
max |F| = 3.3 eV/Å
relative energy (zero: lowest compared OMol25 entry of this formula, charge and spin) = 1.6046 eV
LUMO = 0.50 eV
total energy = -190692.127 eV
net charge = 0

A molecular structure, C55H60F10I2N2O4P at a distorted geometry. Source: OMol25; level of theory: the ωB97M-V functional and the def2-TZVPD basis.

Each line ends with the Mulliken charge.
Cartesian coordinates (Å):
1 C -0.38 -1.56 -4.24  -1.496
2 C -0.66 -2.21 -3.13  0.315
3 N -0.44 -1.54 -1.83  0.131
4 C 0.90 -1.95 -1.13  -1.228
5 C 1.88 -2.68 -2.00  -0.581
6 C 3.08 -3.13 -1.13  -1.552
7 C 3.79 -2.00 -0.39  -0.364
8 C 4.67 -1.12 -1.31  -0.627
9 C 5.84 -0.47 -0.55  0.381
10 C 7.20 -0.63 -1.25  -0.697
11 O 7.67 0.56 -1.84  -0.382
12 C 8.25 1.44 -0.90  -0.571
13 O 0.50 -2.55 0.05  -0.457
14 C -0.89 -2.84 0.13  2.963
15 C -1.26 -2.97 1.62  -1.446
16 I -3.03 -2.13 2.39  0.239
17 C -0.47 -3.67 2.45  0.176
18 C 0.79 -4.39 2.04  -0.931
19 I -0.89 -3.94 4.48  0.071
20 C -1.15 -4.25 -0.47  -0.595
21 C -2.36 -4.88 -0.23  -0.542
22 C -2.57 -6.15 -0.73  -0.595
23 C -1.54 -6.74 -1.45  -0.728
24 C -0.38 -6.03 -1.64  -0.781
25 N -0.16 -4.80 -1.15  0.162
26 C -1.50 -1.67 -0.76  1.150
27 C -1.37 -0.32 0.01  -1.130
28 C -2.29 0.86 -0.34  -1.623
29 C -2.08 1.47 -1.74  -0.095
30 C -3.27 2.30 -2.20  0.500
31 F -2.95 3.03 -3.29  -0.334
32 F -4.27 1.43 -2.58  -0.265
33 C -3.92 3.23 -1.13  0.747
34 F -4.85 2.58 -0.43  -0.260
35 F -4.53 4.24 -1.76  -0.260
36 F -3.01 3.76 -0.31  -0.282
37 P -3.19 -1.72 -1.70  -0.035
38 O -4.34 -1.74 -0.55  -0.388
39 O -3.24 -3.23 -2.33  -0.361
40 H -0.96 -1.73 -5.15  0.408
41 H 0.42 -0.83 -4.28  -0.065
42 H -1.01 -3.23 -3.10  0.285
43 H -0.27 -0.58 -2.12  0.758
44 H 1.35 -0.98 -0.88  1.161
45 H 2.27 -2.04 -2.79  0.311
46 H 1.47 -3.60 -2.42  0.432
47 H 2.73 -3.89 -0.43  0.350
48 H 3.81 -3.61 -1.78  0.651
49 H 3.12 -1.39 0.23  0.094
50 H 4.48 -2.47 0.32  0.701
51 H 5.09 -1.82 -2.03  0.264
52 H 4.05 -0.36 -1.80  0.034
53 H 5.93 -0.86 0.47  0.423
54 H 5.62 0.60 -0.45  -0.346
55 H 7.12 -1.35 -2.06  0.422
56 H 7.94 -1.01 -0.54  0.280
57 H 7.56 1.72 -0.11  0.167
58 H 8.52 2.35 -1.44  0.266
59 H 9.16 1.01 -0.47  0.301
60 H 1.57 -3.68 1.77  0.080
61 H 0.64 -5.07 1.21  0.154
62 H 1.18 -4.98 2.87  0.659
63 H -3.14 -4.38 0.33  0.432
64 H -3.51 -6.65 -0.54  0.540
65 H -1.63 -7.73 -1.85  0.462
66 H 0.42 -6.47 -2.22  0.465
67 H -0.34 0.05 -0.10  0.385
68 H -1.49 -0.49 1.07  0.444
69 H -2.00 1.64 0.37  0.713
70 H -3.34 0.65 -0.13  0.504
71 H -1.22 2.13 -1.73  0.356
72 H -1.99 0.69 -2.50  0.072
73 H -5.05 -1.15 -0.85  0.328
74 H -4.16 -3.53 -2.41  0.363
75 F -9.95 4.24 3.37  -0.317
76 C -9.28 4.32 2.20  0.430
77 C -9.78 5.12 1.20  -0.532
78 C -9.08 5.20 0.00  -0.316
79 C -7.90 4.48 -0.17  -0.612
80 C -7.42 3.68 0.86  0.037
81 C -8.11 3.60 2.06  -0.740
82 H -10.70 5.66 1.35  0.421
83 H -9.45 5.83 -0.79  0.373
84 H -7.36 4.55 -1.10  0.384
85 H -6.50 3.13 0.73  0.473
86 H -7.75 2.99 2.88  0.427
87 F 6.12 1.14 1.95  -0.330
88 C 5.12 1.92 2.42  0.845
89 C 4.87 1.94 3.77  -0.777
90 C 3.85 2.75 4.25  -0.499
91 C 3.09 3.50 3.37  -0.647
92 C 3.35 3.46 2.01  -0.703
93 C 4.38 2.67 1.52  -0.181
94 H 5.47 1.34 4.44  0.447
95 H 3.64 2.78 5.31  0.445
96 H 2.29 4.13 3.74  0.486
97 H 2.76 4.05 1.32  0.424
98 H 4.62 2.63 0.46  0.472
99 F 2.32 0.02 -4.52  -0.060
100 C 2.53 0.76 -5.65  0.792
101 C 1.64 0.66 -6.70  -0.540
102 C 1.86 1.41 -7.84  -0.456
103 C 2.97 2.24 -7.91  -0.646
104 C 3.86 2.32 -6.85  -0.417
105 C 3.64 1.57 -5.70  -0.701
106 H 0.78 0.00 -6.62  0.322
107 H 1.17 1.36 -8.66  0.379
108 H 3.15 2.83 -8.81  0.383
109 H 4.73 2.96 -6.91  0.380
110 H 4.32 1.62 -4.86  0.494
111 F 5.71 3.59 6.82  -0.318
112 C 5.91 4.89 6.51  0.296
113 C 5.96 5.82 7.54  -0.507
114 C 6.17 7.15 7.22  -0.328
115 C 6.33 7.54 5.89  -0.516
116 C 6.28 6.59 4.88  -0.504
117 C 6.07 5.25 5.19  -0.104
118 H 5.82 5.49 8.56  0.427
119 H 6.22 7.89 8.01  0.362
120 H 6.50 8.58 5.65  0.379
121 H 6.40 6.89 3.85  0.365
122 H 6.03 4.49 4.42  0.463
123 F -5.77 -6.18 0.72  -0.195
124 C -6.67 -5.49 1.46  0.287
125 C -8.00 -5.84 1.39  -0.652
126 C -8.91 -5.12 2.15  -0.331
127 C -8.48 -4.07 2.95  -0.615
128 C -7.13 -3.73 2.99  -0.390
129 C -6.21 -4.45 2.24  0.065
130 H -8.31 -6.66 0.76  0.430
131 H -9.96 -5.38 2.12  0.371
132 H -9.20 -3.51 3.54  0.390
133 H -6.80 -2.91 3.61  0.361
134 H -5.16 -4.21 2.27  0.239

Summary:
frontier orbital gap = 0.294 Ha
molar mass = 1287.9 g/mol
max |F| = 2.4 eV/Å
relative energy (zero: lowest compared OMol25 entry of this formula, charge and spin) = 0.0000 eV
LUMO = -2.53 eV
total energy = -121835.400 eV
net charge = +1

2 unconnected molecules or ions with the total composition C3H7NO2. Source: OMol25; level of theory: the ωB97M-V functional and the def2-TZVPD basis.

Each line ends with the Mulliken charge.
Cartesian coordinates (Å):
1 C -1.08 -1.81 0.35  -0.780
2 N -0.12 -0.78 0.02  -0.150
3 C 0.28 0.12 0.94  -0.081
4 O -0.28 0.36 2.00  -0.603
5 C 0.84 2.16 -1.04  -0.186
6 O 1.55 1.49 -1.75  -0.407
7 H -0.61 -2.80 0.33  0.280
8 H -1.43 -1.61 1.36  0.291
9 H -1.94 -1.81 -0.33  0.267
10 H 0.41 -0.85 -0.84  0.262
11 H 1.25 2.79 -0.23  0.331
12 H -0.26 2.17 -1.14  0.276
13 H 1.20 0.64 0.64  0.498

Summary:
frontier orbital gap = 0.382 Ha
molar mass = 89.1 g/mol
max |F| = 0.6 eV/Å
relative energy (zero: lowest compared OMol25 entry of this formula, charge and spin) = 1.8572 eV
LUMO = 0.48 eV
total energy = -8808.672 eV
net charge = 0

C4H3NO3 in the gas phase at a distorted geometry. Source: OMol25; level of theory: the ωB97M-V functional and the def2-TZVPD basis.

Each line ends with the Mulliken charge.
Cartesian coordinates (Å):
1 C -0.04 1.17 0.37  -0.303
2 C -0.32 -1.14 -0.04  0.485
3 C -0.79 0.11 0.73  0.449
4 C 0.79 -0.49 -0.90  0.380
5 N 1.55 -1.07 -1.72  -0.620
6 O 0.96 0.79 -0.47  -0.367
7 O -0.67 -2.27 0.02  -0.482
8 O -1.90 0.18 1.55  -0.460
9 H -0.22 2.23 0.62  0.353
10 H 2.48 -0.55 -2.01  0.291
11 H -1.84 1.05 1.84  0.274

Summary:
frontier orbital gap = 0.315 Ha
molar mass = 113.1 g/mol
max |F| = 3.6 eV/Å
relative energy (zero: lowest compared OMol25 entry of this formula, charge and spin) = 2.6997 eV
LUMO = -0.74 eV
total energy = -11826.834 eV
net charge = 0